C41H110Br6N15O14P5 | ωB97M-V/def2-TZVPD

Structure (XYZ):
```
191
Properties=species:S:1:pos:R:3
C -6.33308 -2.55618 -2.69994
Br -5.15044 -3.17513 -4.12216
Br -5.46649 -2.34112 -1.00207
Br -7.81234 -3.86789 -2.56093
H -6.71219 -1.55982 -2.89450
C -1.88917 -0.70254 -4.97312
Br -3.32247 -0.02746 -3.79042
Br -0.08381 -0.63777 -4.20233
Br -1.99191 0.50000 -6.56082
H -2.16866 -1.70382 -5.27615
O -3.80749 -0.26099 5.84229
P -2.83790 -0.73081 4.82915
N -3.34250 -0.58223 3.23516
C -3.51945 0.75069 2.68041
C -4.17729 -1.56852 2.58830
N -2.48019 -2.39343 5.00953
C -1.66602 -3.10503 4.05514
C -2.27475 -2.89531 6.36041
N -1.32226 -0.00242 4.95928
C -0.38301 0.17519 3.87784
C -0.81675 0.33344 6.28927
H -2.81862 1.52463 3.00019
H -4.46064 1.17107 3.05810
H -3.54640 0.77058 1.59223
H -5.22504 -1.25614 2.61411
H -4.17948 -2.49620 3.16632
H -3.85291 -1.91017 1.60250
H -1.68626 -4.17788 4.24894
H -1.99622 -2.96199 3.02579
H -0.61750 -2.78906 4.12594
H -2.96430 -2.45197 7.08017
H -2.49634 -3.96182 6.40661
H -1.26379 -2.64670 6.70181
H 0.47576 0.81175 4.08634
H 0.00047 -0.81447 3.60925
H -0.99307 0.54301 3.05162
H 0.05562 -0.27474 6.56118
H -1.52687 -0.00718 7.04251
H -0.52546 1.38326 6.31322
O 3.55776 -3.88108 -0.33473
P 4.36400 -4.16532 -1.55710
N 3.87395 -3.28134 -2.88052
C 4.49959 -3.54451 -4.19584
C 3.31552 -1.95221 -2.74254
N 4.42951 -5.82234 -1.98734
C 5.43221 -6.38574 -2.90912
C 3.54706 -6.84491 -1.43834
N 6.02197 -3.82144 -1.37868
C 6.38193 -2.41505 -1.40815
C 6.82516 -4.59432 -0.43611
H 5.57380 -3.35734 -4.10495
H 4.06411 -2.92480 -4.97473
H 4.39617 -4.60399 -4.40556
H 2.51913 -1.78404 -3.46973
H 4.14766 -1.28922 -3.01374
H 3.00731 -1.74944 -1.71952
H 5.41187 -7.47401 -2.81913
H 5.16082 -6.31974 -3.96523
H 6.41341 -6.00376 -2.63801
H 2.72373 -7.07078 -2.12416
H 4.04334 -7.77717 -1.17555
H 3.03531 -6.40426 -0.58021
H 6.33508 -1.95087 -2.39674
H 5.81080 -1.78534 -0.71695
H 7.43443 -2.27868 -1.15087
H 6.70776 -4.15457 0.55808
H 7.87745 -4.58855 -0.72509
H 6.51432 -5.63828 -0.42864
O -9.91138 2.72811 -1.02631
P -8.59887 3.15910 -0.52030
N -7.88633 4.37595 -1.43846
C -8.28111 5.75901 -1.19649
C -7.82128 4.11302 -2.88748
N -7.49182 1.86278 -0.54701
C -6.06847 1.98073 -0.91295
C -7.94726 0.58576 -0.02833
N -8.50778 3.73536 1.05548
C -7.26900 4.21120 1.66676
C -9.72331 4.20757 1.73706
H -9.31677 5.90589 -1.52559
H -7.72451 6.42836 -1.85381
H -8.12807 6.01528 -0.15050
H -7.35682 4.94240 -3.42021
H -8.85626 4.03652 -3.23671
H -7.31111 3.18694 -3.14620
H -5.70515 2.93662 -0.54797
H -5.42700 1.19885 -0.51203
H -6.03519 1.94242 -2.00678
H -8.67483 0.26859 -0.78416
H -7.14612 -0.15022 0.00120
H -8.46729 0.75744 0.91688
H -7.40546 4.85198 2.53561
H -6.71720 3.34102 2.03705
H -6.61334 4.67222 0.92869
H -10.60744 3.90871 1.17935
H -9.67464 5.30224 1.72939
H -9.67026 3.87101 2.77226
O 6.39748 3.12099 -1.18053
P 5.68704 1.94962 -1.76456
N 6.14354 1.52982 -3.35099
C 5.70366 0.31733 -4.00297
C 6.34497 2.64837 -4.27081
N 3.99123 2.10986 -1.90160
C 3.36686 3.41929 -2.13565
C 3.12084 0.98447 -2.15424
N 5.91661 0.52326 -0.92425
C 7.23892 -0.16418 -1.01122
C 5.12614 0.08699 0.23925
H 5.05076 -0.24151 -3.33485
H 6.55699 -0.31419 -4.27168
H 5.17421 0.58511 -4.92111
H 7.05818 3.35970 -3.85554
H 5.37376 3.14131 -4.37925
H 6.74247 2.26200 -5.20743
H 2.27614 3.37885 -2.14231
H 3.58869 4.02135 -1.25523
H 3.61452 3.80484 -3.12506
H 2.13860 1.14028 -1.68945
H 2.95404 0.72187 -3.20114
H 3.31260 0.08776 -1.55977
H 7.83508 0.06081 -0.12251
H 7.09648 -1.24486 -0.96967
H 7.78272 0.18369 -1.88523
H 5.60103 0.41844 1.16114
H 5.01293 -0.99993 0.19527
H 4.09572 0.42931 0.16392
O -2.41132 3.09464 -0.75296
P -1.43380 4.04167 -1.33542
N -2.16859 5.40867 -2.01489
C -1.52524 6.35350 -2.89202
C -3.46993 5.79682 -1.50749
N -0.34760 3.49954 -2.49359
C -0.80260 3.12697 -3.82505
C 0.69360 2.58148 -2.06024
N -0.46219 4.70112 -0.12989
C -0.97782 4.62207 1.25156
C 0.57395 5.68377 -0.40126
H -2.12995 6.51391 -3.78962
H -0.55231 5.98464 -3.21461
H -1.36553 7.28343 -2.33627
H -3.45235 5.81326 -0.41705
H -4.21395 5.10255 -1.89613
H -3.73948 6.77755 -1.89873
H -1.36904 3.97126 -4.22196
H -0.00897 2.87726 -4.52873
H -1.44997 2.24014 -3.78530
H 1.24594 2.98856 -1.21392
H 0.28128 1.58873 -1.87455
H 1.39473 2.53330 -2.89608
H -0.27506 5.10151 1.93073
H -2.01779 4.93386 1.34601
H -0.97237 3.57701 1.57232
H 0.59236 5.93920 -1.46064
H 1.51302 5.15407 -0.23354
H 0.36057 6.63344 0.08894
C 2.20829 -5.41046 1.71499
O 1.85945 -5.06229 3.06246
C 0.87108 -5.78352 3.60091
O 0.25556 -6.65143 3.03066
O 0.74561 -5.41616 4.86519
C -0.30545 -6.05610 5.56493
H 2.16706 -6.47080 1.46558
H 3.27150 -5.17202 1.71806
H 1.67542 -4.89760 0.91667
H 0.05312 -7.02497 5.91097
H -1.24312 -6.24057 5.03341
H -0.81475 -5.59802 6.41467
C 2.00946 -1.27424 1.28517
O 0.62077 -1.02739 1.21078
C 0.06257 -0.76731 0.04583
O 0.57182 -0.60437 -1.03426
O -1.24715 -0.59292 0.28760
C -2.11924 -0.32530 -0.77384
H 2.17387 -2.24176 0.80427
H 2.29966 -1.27017 2.33308
H 2.60710 -0.53425 0.74951
H -1.87322 0.52407 -1.40907
H -3.16057 -0.35717 -0.46389
H -2.12693 -1.13435 -1.51567
C 7.19655 -1.48161 3.00722
O 6.10804 -2.34677 3.33074
C 4.95531 -1.79306 3.63636
O 4.64287 -0.63383 3.58210
O 4.16511 -2.78826 4.11299
C 2.81998 -2.39706 4.42120
H 8.18158 -1.92807 3.11002
H 7.15350 -0.62187 3.67653
H 7.08556 -1.12664 1.98274
H 2.51115 -3.20682 5.08182
H 2.11283 -2.50395 3.59655
H 2.79210 -1.40416 4.86115
```

As for the LUMO energy: -0.565 eV. The calculation puts the HOMO-LUMO gap at 7.384 eV. The strongest force on any atom comes out at 5.0 eV/Å. The value obtained for the total energy is -562016.4108 eV. As for the HOMO energy: -7.949 eV. The calculation puts the molar mass at 1671.7 g mol⁻¹.